Entry 1:
C68H58GeNO2P3Ti | the ωB97M-V functional and the def2-TZVPD basis

Element x y z (Å)
H: -3.43 -4.14 2.90
C: 2.64 0.04 3.90
C: -4.36 1.53 -0.25
H: 0.20 2.57 1.93
H: -4.33 1.12 -1.25
C: -0.03 2.42 2.97
C: -4.21 -1.76 -0.30
C: -0.35 0.93 4.83
C: -5.09 -3.20 3.88
H: -1.00 6.62 0.49
C: 1.47 4.46 -0.34
P: 0.29 -0.28 2.36
C: 0.71 3.31 -0.45
C: 0.62 -4.28 -3.04
H: 1.55 -4.24 -3.59
H: 1.44 6.56 0.09
Ge: 2.88 0.00 -0.83
H: -0.85 -3.53 1.39
C: 4.95 0.86 -2.84
C: 2.73 1.73 -3.19
C: 3.85 1.05 0.59
C: -1.45 -5.39 -2.50
C: 1.87 -0.82 3.13
H: -6.42 -1.33 -2.83
H: 2.35 1.07 4.04
H: -0.11 4.52 3.41
C: 7.67 0.91 -3.61
H: 5.08 -2.10 4.86
H: 4.66 -1.55 1.10
C: -3.18 2.00 0.33
C: -0.80 -1.64 3.06
H: 3.64 2.12 0.50
C: -0.35 0.37 -3.14
C: -5.43 -1.68 -0.97
H: -4.32 -0.88 -4.06
P: -1.35 -1.91 -0.35
H: -3.41 3.64 -1.78
H: -1.10 1.30 -5.46
H: -0.60 4.16 5.81
C: 4.50 -2.22 0.26
H: 4.02 -4.59 -2.75
H: -5.59 -4.13 4.07
C: 0.85 5.65 0.00
H: 2.44 3.07 -4.85
O: 0.16 0.35 -1.92
C: 4.93 -4.32 -0.83
H: -2.76 -4.37 -1.15
H: 4.92 0.91 0.45
O: -0.09 -0.45 -3.98
C: -4.98 -0.81 4.07
H: -3.24 0.12 3.19
N: -1.96 -1.95 2.27
C: 0.28 -3.24 -2.18
C: 4.19 -1.74 4.36
H: -0.17 -2.52 3.20
H: 1.20 2.37 -0.71
C: -2.51 2.85 -4.94
C: -0.54 2.02 5.66
C: 5.92 0.08 -2.17
H: -2.35 4.57 0.28
H: 8.72 0.93 -3.88
H: 5.39 -5.31 -0.82
C: -0.67 3.33 -0.23
Ti: 0.26 0.02 -0.18
C: -1.61 1.84 -4.67
C: -0.92 -3.28 -1.48
C: 7.24 0.10 -2.55
C: -0.24 -5.35 -3.19
C: -0.12 1.12 3.47
C: -3.02 -1.56 -1.00
H: 1.69 1.82 -2.90
H: -6.46 1.22 -0.02
C: -0.52 5.69 0.22
H: 0.92 -2.38 -2.05
H: -4.45 3.03 3.30
C: 3.69 -1.83 -0.80
H: 3.58 0.73 1.60
C: -2.89 3.13 -2.58
C: -1.98 2.12 -2.29
H: 5.62 -0.56 -1.36
H: 4.38 0.25 5.14
C: -3.22 2.51 1.63
H: 2.54 4.43 -0.51
H: 1.73 -2.82 2.31
C: 3.57 0.92 -2.47
H: -0.34 -0.06 5.26
C: -5.47 -1.36 -2.32
H: -2.12 -6.23 -2.64
C: -3.21 -2.00 2.96
C: 3.80 -0.42 4.52
H: 3.75 -3.62 3.43
H: 0.02 -6.16 -3.86
C: -1.80 -4.36 -1.66
H: -2.32 2.85 2.12
C: 5.13 -3.46 0.24
C: 3.55 -2.68 -1.90
H: -5.41 0.13 4.39
H: -6.60 -2.00 4.82
H: 7.07 2.29 -5.12
C: -5.56 1.59 0.44
H: 5.79 -3.74 1.05
H: -2.57 -3.50 0.99
H: -3.85 4.30 -4.10
H: -1.13 -1.31 4.04
C: -4.43 2.59 2.31
C: 3.44 -2.59 3.57
H: 7.95 -0.53 -2.03
C: -4.29 -1.12 -3.01
C: 4.46 2.43 -4.68
H: 2.99 -2.35 -2.76
C: -3.76 -0.81 3.40
C: -1.33 1.48 -3.35
C: -5.64 -2.00 4.30
C: -0.20 3.51 3.81
H: -2.16 -1.12 -2.92
H: -4.20 -1.99 0.75
C: 5.39 1.65 -3.95
H: -2.71 3.14 -5.96
C: -3.08 -1.23 -2.36
C: 3.16 2.47 -4.30
C: -5.60 2.13 1.72
C: -1.28 4.53 0.10
C: -1.70 -2.87 1.19
H: -6.54 2.19 2.25
C: -0.47 3.31 5.15
P: -1.59 1.76 -0.52
C: -3.15 3.50 -3.89
C: 6.76 1.66 -4.30
C: -3.87 -3.20 3.21
H: -6.34 -1.87 -0.42
H: 4.82 2.99 -5.53
C: 4.15 -3.93 -1.90
C: 2.29 -2.14 2.94
H: -0.74 1.86 6.71

Calculated values
* M: 1134.62 g mol⁻¹
* <S²>: 0.760
* total energy: -184536.646 eV
* multiplicity: 2
* charge: +1


Entry 2:
C68H61N5O6PS3SiTcTe | the ωB97M-V functional and the def2-TZVPD basis

Element x y z (Å)
C: 2.45 -3.94 -2.76
C: -3.44 -2.84 -2.97
C: 0.13 -5.20 -1.87
C: 2.07 -4.69 3.78
C: -1.57 -0.32 6.70
H: 7.83 -0.95 0.91
C: 6.29 -2.43 1.03
C: 3.20 3.69 -3.28
H: 3.57 1.28 5.90
H: 1.41 -5.13 0.49
C: 3.76 1.97 -1.66
O: -3.40 1.49 0.75
C: 2.11 -5.19 -3.24
H: 3.60 4.85 4.34
C: -4.48 3.54 1.49
H: 3.72 -5.56 4.83
H: -1.00 -6.37 2.23
C: 2.64 4.30 2.51
H: -1.23 6.44 -0.85
C: 1.44 -4.57 2.55
C: 1.76 -0.57 3.76
O: -0.56 0.43 -4.08
C: 0.49 -3.95 -1.39
C: 4.88 1.67 -2.42
C: 3.56 4.14 3.53
H: 1.87 3.52 0.67
H: -5.11 -4.60 -0.61
H: -4.13 -1.80 3.47
H: 3.34 -3.44 -3.11
C: -0.65 1.91 -2.22
H: -3.60 3.68 2.11
H: -1.03 5.19 -2.95
C: 3.22 -5.46 3.88
C: 2.93 2.99 -2.11
C: 3.07 -5.99 1.54
S: 0.12 -0.67 3.03
H: 4.61 -6.72 2.84
C: 3.72 -6.11 2.76
H: -3.62 1.79 5.03
H: 2.04 3.23 -1.54
H: 3.45 -6.50 0.67
H: -3.24 0.87 7.29
H: 6.04 2.11 -4.17
H: -1.47 -3.16 4.97
H: 5.07 1.33 2.43
C: 2.59 3.39 1.47
C: 3.46 2.30 1.41
C: 6.78 -1.15 0.81
C: -0.93 4.37 1.81
H: -5.40 -3.69 -2.89
H: 1.84 -2.32 -1.46
C: 4.53 -0.36 0.34
C: 1.64 -3.31 -1.84
H: -2.95 -4.27 0.57
C: -0.81 3.06 -3.00
N: -0.19 -2.30 3.10
C: 0.95 -5.82 -2.79
H: 1.66 -4.18 4.64
H: 0.07 -1.39 5.82
C: -2.76 -6.30 5.12
C: -1.11 5.56 1.09
C: 4.44 3.08 3.48
H: -5.84 -1.44 1.65
C: -0.71 3.12 -0.25
N: -0.54 1.92 -0.89
C: 5.90 -0.13 0.47
C: 2.71 -1.51 3.41
C: -0.92 4.27 -2.39
N: -0.75 -4.04 1.05
Tc: -0.06 0.05 -0.08
C: -3.12 -3.85 -0.41
Te: -3.61 0.74 -2.50
H: -0.56 2.27 1.71
P: -3.33 0.19 -0.23
C: 1.93 -5.22 1.43
H: -2.44 -7.82 3.65
H: 2.54 4.48 -3.60
C: 3.33 0.50 5.21
H: 1.34 1.22 4.86
C: -0.75 -0.71 5.66
C: 4.27 -0.48 4.90
C: -4.87 -0.94 1.65
H: -2.13 1.09 3.15
C: -0.91 4.32 -0.98
H: -2.86 -1.34 2.33
H: 2.45 -2.27 2.68
C: -2.49 -4.99 5.50
C: -1.99 0.71 4.16
H: -1.45 -2.07 -2.75
C: -3.85 -1.78 2.42
C: 4.94 -2.68 0.90
C: -1.09 5.54 -0.28
C: -2.23 -6.80 3.95
C: -0.43 0.57 -2.88
H: -3.56 -2.47 -3.98
H: 5.54 0.88 -2.10
S: -0.15 -3.70 2.45
H: -3.57 3.17 -0.43
H: -5.09 2.28 -0.15
H: 6.97 -3.22 1.31
C: 4.38 2.16 2.44
H: 5.24 -0.45 5.36
C: -1.42 -6.01 3.15
H: 4.54 3.91 -4.93
C: -4.47 -3.53 -2.36
C: -2.12 -3.12 -1.01
H: -3.82 -2.80 2.04
H: -2.91 -4.60 6.42
H: 6.28 0.87 0.30
C: 4.07 -1.66 0.55
H: -3.40 -6.91 5.73
H: -5.28 3.14 2.10
C: -2.82 1.09 5.20
H: -4.98 0.04 2.13
H: -0.95 4.40 2.89
C: -0.96 -0.18 4.39
O: -4.55 -0.75 0.28
H: -0.84 2.95 -4.08
C: 3.96 -1.47 3.99
O: -2.06 -0.52 0.14
C: 5.17 2.36 -3.59
C: -1.69 -4.18 4.71
C: -4.32 -4.04 -1.08
C: -4.16 2.62 0.32
H: 5.19 2.96 4.26
N: 0.27 -1.86 0.28
C: -2.60 0.57 6.47
C: -1.16 -4.70 3.54
H: -1.26 6.49 1.61
C: 4.32 3.37 -4.02
Si: 3.33 1.06 -0.04
H: 4.70 -2.22 3.72
H: -0.78 -5.67 -1.52
C: -2.25 -2.62 -2.30
S: -0.50 -3.02 -0.22
N: -0.13 0.24 1.89
H: 0.69 -6.80 -3.18
O: -0.13 -0.35 -2.04
O: 1.84 0.52 -0.13
H: -4.79 4.51 1.09
H: 4.56 -3.68 1.07
H: 1.95 5.14 2.52
H: 2.74 -5.68 -3.96
C: 2.07 0.46 4.63
C: -0.72 3.18 1.16
H: 3.01 -1.84 0.45
H: -1.40 -0.71 7.69

Calculated values
* M: 1425.13 g mol⁻¹
* <S²>: 3.765
* total energy: -150400.483 eV
* multiplicity: 4
* charge: +1


Entry 3:
C68H74BrFN7O16PS | the ωB97M-V functional and the def2-TZVPD basis

Element x y z (Å)
H: -7.74 3.12 -0.83
C: 2.43 6.32 -5.29
H: -6.84 6.70 4.70
O: 3.52 -2.41 3.01
H: 3.79 -1.77 0.31
H: 7.07 -3.49 5.64
H: 9.46 -1.61 3.08
H: 7.84 -5.33 1.73
C: -3.15 0.68 7.06
N: -8.41 1.63 4.71
C: -3.75 0.32 4.78
C: 0.30 -0.86 -1.24
C: 2.10 -0.36 0.39
C: 2.28 -0.91 4.96
O: -1.09 1.51 7.65
N: -2.15 1.09 8.06
C: 3.04 4.02 -5.66
H: -2.35 -5.76 -3.93
H: 4.32 -3.39 5.22
O: -9.60 1.41 4.65
H: 3.27 3.21 -6.34
H: -0.55 2.52 -1.25
C: -6.38 -0.32 -1.41
C: -7.98 3.04 4.69
H: -4.64 0.18 8.54
C: -3.18 -1.69 -1.54
H: 0.38 1.37 1.41
H: -5.34 -1.49 0.14
H: 1.14 4.39 -0.11
C: 0.83 -0.08 -0.18
H: -5.71 -0.48 4.45
H: 7.53 -2.96 2.33
C: 3.36 10.86 -3.20
C: 5.11 -0.41 2.14
C: -7.16 5.67 4.69
N: -3.29 -4.03 -10.07
C: -2.82 0.74 5.72
C: 3.52 10.77 -5.60
H: -5.55 -7.48 -0.15
O: -3.00 -2.87 -9.89
C: 3.83 10.27 -4.35
C: 6.21 -3.36 6.32
H: -6.28 -0.56 6.86
N: 12.36 -5.14 2.59
H: -5.88 2.53 4.76
C: 2.32 -2.29 -1.13
C: 11.02 -4.54 2.53
C: -3.61 -4.26 -7.64
H: 4.57 1.67 1.85
H: 1.37 1.03 5.53
H: 5.82 -4.32 6.68
O: -3.34 -4.57 -11.16
H: -5.16 4.89 4.76
H: -3.81 0.38 -1.80
H: -3.94 -6.64 -10.04
H: -2.03 -6.39 -1.23
C: -1.43 -6.55 -2.14
H: 2.30 0.22 2.49
C: -4.92 -7.13 -0.99
C: -7.12 0.93 -1.05
H: 6.50 -2.72 7.18
C: -5.20 -0.53 -0.38
H: -0.49 4.09 0.68
H: 0.49 -0.42 6.03
H: 2.19 6.92 -3.25
H: -3.35 -3.22 -7.51
H: -5.49 -5.04 -0.51
S: 0.38 -2.95 -3.00
H: -3.12 -0.04 -0.18
H: -9.98 3.81 4.60
H: 1.64 -1.06 4.08
C: -3.98 -2.84 -1.66
C: -8.51 5.36 4.64
C: -4.65 -5.61 -0.95
O: 5.59 -1.97 4.40
C: 1.09 -1.95 -1.68
C: 10.86 -3.21 2.89
C: -1.35 -2.95 -2.49
N: 4.67 9.06 -4.25
H: -4.51 -7.99 -8.06
N: 2.71 4.60 -1.99
C: 1.50 0.01 5.93
C: -2.14 -4.11 -2.60
C: -6.62 3.32 4.73
H: 1.95 -0.01 6.93
O: 4.90 8.62 -3.14
H: -3.76 -5.45 -0.32
H: 2.28 1.52 1.31
H: 2.19 7.30 -5.69
C: 2.22 12.50 -4.54
C: 2.56 11.99 -3.29
C: -4.26 -6.37 -6.68
Br: -1.99 -8.23 -3.03
C: -7.47 2.07 -0.87
H: 0.59 -6.83 -2.81
H: 2.45 12.30 -6.67
C: 0.48 3.64 0.39
C: 9.95 -5.32 2.12
C: 3.04 3.80 -4.29
C: -5.31 -0.20 6.54
C: -4.26 -6.95 -7.95
H: -9.25 6.16 4.61
C: -8.93 4.04 4.64
H: 6.01 0.10 2.54
H: 5.51 -1.18 1.45
H: -0.65 -5.27 -3.76
H: 10.08 -6.36 1.85
C: -4.39 0.22 7.49
H: -3.95 -7.65 -0.95
F: -1.34 0.78 0.57
H: 11.70 -2.62 3.21
O: 2.40 5.53 -1.27
H: -5.30 0.25 0.40
H: 2.18 12.46 -2.40
O: -7.55 0.78 4.78
C: -3.62 -4.85 -8.89
H: 3.62 10.47 -2.22
C: 8.69 -4.74 2.05
H: 2.88 -3.17 -1.48
C: -3.94 -6.19 -9.06
C: -1.81 -1.73 -1.95
C: 9.60 -2.65 2.81
C: 0.23 2.37 -0.49
C: 0.09 -6.69 -1.83
O: -4.33 -5.15 -2.30
C: 2.82 -1.47 -0.09
C: 2.73 5.28 -6.16
C: -5.00 -0.15 5.19
H: 4.59 -1.91 6.25
H: -4.52 -6.96 -5.82
H: 3.89 10.30 -6.51
O: 12.48 -6.30 2.24
H: -1.86 1.10 5.39
H: 1.18 2.21 -1.04
H: 0.99 3.40 1.34
O: -2.45 1.00 9.23
C: 2.73 4.84 -3.44
H: -1.40 0.23 -1.56
H: -3.51 0.35 3.72
N: -0.94 -0.61 -1.88
C: 2.43 6.10 -3.93
H: 2.72 5.45 -7.23
C: 2.70 0.52 1.51
P: 4.33 -1.29 3.53
C: -3.79 -0.39 -0.99
C: 8.52 -3.41 2.39
H: -5.04 -2.85 -1.39
C: 2.71 11.89 -5.70
H: -5.94 -0.24 -2.42
H: 4.52 0.71 0.38
C: -1.59 -5.41 -3.20
H: 1.59 13.37 -4.62
O: 13.28 -4.44 2.97
H: -5.43 -7.41 -1.93
H: 0.45 -5.79 -1.30
O: 3.00 3.49 -1.60
C: 4.24 0.69 1.46
O: 5.08 8.57 -5.29
H: 2.39 -1.90 5.43
C: -3.93 -5.03 -6.53
H: 0.25 -7.62 -1.27
O: 3.55 -0.32 4.58
H: -3.94 -4.58 -5.54
H: -7.09 -1.17 -1.36
H: 3.28 2.82 -3.91
C: -3.49 -4.06 -2.18
C: -6.21 4.65 4.73
C: 0.03 1.11 0.39
C: 5.06 -2.64 5.56

Calculated values
* M: 1407.32 g mol⁻¹
* total energy: -207774.870 eV
* charge: 0
* SMILES: C#CCCCc1cc(OCC)c(C[C@H](C)Br)c2c1Nc1c(ccc(CCCP(=O)(OCC)OCC)c1[C@H](F)CC)S2.O=[N+]([O-])c1ccccc1.O=[N+]([O-])c1ccccc1.O=[N+]([O-])c1ccccc1.O=[N+]([O-])c1ccccc1.O=[N+]([O-])c1ccccc1.O=[N+]([O-])c1ccccc1